[1]
{
  "formula": "C4H8N2O2S",
  "method": "ωB97M-V/def2-TZVPD",
  "elements": ["C", "C", "C", "C", "N", "N", "O", "O", "S", "H", "H", "H", "H", "H", "H", "H", "H"],
  "positions_angstrom": [[-0.4420, -0.0207, -1.2093], [-0.0948, -0.3429, 0.3049], [1.3503, -0.8548, 0.1806], [-1.0697, -1.3904, 0.7380], [-0.2683, 1.0630, -1.6433], [0.0103, 0.6553, 1.1975], [1.7184, 2.6605, -1.1004], [-0.4764, 3.6267, -0.7704], [0.3598, 2.4684, -0.6939], [-1.0865, -0.8640, -1.5872], [1.9161, -0.1709, -0.4840], [1.2675, -1.8148, -0.2941], [1.8086, -0.8019, 1.1591], [-1.5938, -2.0219, -0.0259], [-1.9257, -0.9701, 1.0979], [-0.5760, -2.0947, 1.4853], [-0.8976, 0.8730, 1.6451]],
  "atomic_forces_ev_per_a": [[-2.1, -3.0, 2.7], [1.3, -1.6, -0.2], [0.0, 0.4, -1.2], [1.1, -3.2, -0.1], [0.1, 4.6, -3.5], [-0.6, 3.4, 0.7], [0.2, -0.5, 0.1], [-0.7, -0.6, 0.0], [0.3, -1.3, 1.1], [1.2, 0.9, -0.5], [-0.2, -0.4, 0.4], [0.7, -0.8, 0.0], [0.1, -0.6, 0.1], [1.3, 0.2, -0.1], [-2.1, 1.5, 1.9], [-0.9, 1.0, -0.8], [0.3, 0.1, -0.5]],
  "e_tot_ev": -22183.3799,
  "homo_energy_ev": [-9.5, -9.8],
  "e_lumo_ev": [-1.6, -1.8],
  "gap_ev": [8.0, 8.1],
  "de_lowest_ev": 4.9752
}

[2]
{
  "formula": "C4H8N2O2S",
  "method": "ωB97M-V/def2-TZVPD",
  "elements": ["C", "S", "C", "O", "N", "O", "C", "N", "C", "H", "H", "H", "H", "H", "H", "H", "H"],
  "positions_angstrom": [[-1.0805, -2.3291, -1.0102], [-1.6085, -1.4196, 0.5030], [-0.2553, -0.3029, 0.9254], [0.9050, -1.0075, 0.8487], [1.8316, -0.3092, -0.1199], [2.9731, -0.7169, -0.2781], [1.2406, 0.7356, -0.5790], [-0.0260, 0.9424, -0.0596], [-0.4808, 2.2175, 0.5199], [-1.3931, -1.8179, -1.8673], [-1.6288, -3.3302, -0.9601], [0.0396, -2.3480, -1.0049], [-0.5443, 0.1928, 1.8790], [1.8517, 1.5978, -0.8279], [-0.1888, 2.4041, 1.5071], [-0.1150, 3.1615, 0.0490], [-1.5207, 2.3297, 0.4750]],
  "atomic_forces_ev_per_a": [[0.6, -0.8, 1.7], [-0.8, -0.1, -0.1], [-1.0, 2.2, -2.3], [2.0, -0.4, -0.1], [0.5, 0.7, 0.2], [-0.4, -0.9, 0.2], [-0.6, 1.5, 1.7], [-1.0, -1.4, 1.2], [1.4, 0.8, -1.8], [-0.6, 0.8, -1.3], [1.2, 1.3, 0.0], [-1.0, -0.6, 0.0], [0.5, -0.7, -0.1], [-0.1, -0.5, -0.8], [0.6, -0.4, 2.0], [0.1, -1.1, -0.5], [-1.6, -0.4, -0.2]],
  "e_tot_ev": -22182.9890,
  "homo_energy_ev": [-8.1, -8.1],
  "e_lumo_ev": [0.6, 0.6],
  "smiles": "CS[C@H]1O[N+]([O-])=CN1C",
  "gap_ev": [8.7, 8.7],
  "de_lowest_ev": 5.3661
}

[3]
{
  "formula": "C4H8N2O3",
  "method": "ωB97M-V/def2-TZVPD",
  "elements": ["C", "C", "O", "O", "C", "N", "N", "C", "O", "H", "H", "H", "H", "H", "H", "H", "H"],
  "positions_angstrom": [[-2.2589, -0.4548, 0.2977], [-1.2676, 0.6658, 0.4382], [-1.2829, 1.5614, 1.2359], [-0.6196, 0.8780, -0.8831], [0.6566, 0.4329, -0.7530], [1.1592, -0.1994, -1.8438], [1.5954, 1.0071, 0.1306], [0.9655, -0.0990, 0.8802], [1.6686, -1.2916, 0.9125], [-1.9880, -1.1371, -0.5043], [-3.2400, -0.0231, 0.0932], [-2.2888, -1.0231, 1.2253], [1.7683, -0.9961, -1.7477], [0.5555, -0.2866, -2.6479], [1.3005, 1.9142, 0.4768], [0.6568, 0.1936, 1.8796], [2.6194, -1.1420, 0.8098]],
  "atomic_forces_ev_per_a": [[0.7, -0.6, 0.5], [-1.1, 1.8, -1.7], [0.4, -1.1, -0.6], [-0.7, 1.0, 0.7], [-0.2, -0.8, 3.5], [0.1, -0.7, -1.6], [0.3, 0.0, 0.1], [0.7, 0.3, -1.6], [0.7, -0.4, -0.2], [0.0, 0.1, 0.0], [0.1, 0.1, 0.1], [-0.2, 0.1, 0.1], [0.2, 0.2, 0.4], [-0.3, -0.1, 0.4], [0.1, 0.0, 0.1], [-0.7, -0.1, -0.3], [-0.1, 0.2, 0.1]],
  "e_tot_ev": -13397.6824,
  "homo_energy_ev": -8.1,
  "e_lumo_ev": 0.8,
  "smiles": "CC(=O)O[C@@]1(N)N[C@@H]1O",
  "gap_ev": 8.9,
  "de_lowest_ev": 4.0058
}

[4]
{
  "formula": "C4H8N2O3",
  "method": "ωB97M-V/def2-TZVPD",
  "elements": ["C", "C", "N", "O", "C", "C", "N", "O", "O", "H", "H", "H", "H", "H", "H", "H", "H"],
  "positions_angstrom": [[0.8387, -1.4948, 0.8665], [-0.1618, -0.4972, 0.4580], [-1.2500, -0.0739, 1.5117], [-0.9963, -0.6386, 2.7146], [-0.2032, 0.2546, -0.7724], [-1.4072, 1.1633, -1.0636], [0.8990, 0.2389, -1.4942], [0.8551, 1.0061, -2.6894], [1.9474, 0.6744, -3.4904], [0.7770, -1.6194, 1.9678], [0.4836, -2.4321, 0.6911], [1.7641, -1.3406, 0.2997], [-1.6939, -0.2883, 3.3222], [-1.4478, 2.0700, -0.4181], [-1.4462, 1.3864, -2.1357], [-2.3598, 0.6307, -0.8238], [2.7482, 1.2117, -3.0599]],
  "atomic_forces_ev_per_a": [[0.3, 2.0, 0.9], [-4.6, 1.6, 5.3], [4.3, -0.9, -5.3], [-0.4, -0.3, 0.8], [0.5, 1.6, -1.1], [-0.7, -0.8, 0.2], [-0.7, -0.6, 0.1], [-1.2, 0.1, 1.4], [2.7, 1.2, 1.4], [1.2, 1.0, -0.4], [-1.1, -2.9, -1.5], [0.1, -0.1, 0.8], [0.7, -0.3, -0.9], [0.5, -0.6, -0.6], [0.2, 0.3, 0.4], [0.8, 0.2, -0.1], [-2.4, -1.6, -1.2]],
  "e_tot_ev": -13392.4167,
  "homo_energy_ev": [-8.7, -8.3],
  "e_lumo_ev": [-0.2, 0.1],
  "smiles": "CC(=N\\O)/C(C)=N/OO",
  "gap_ev": [8.5, 8.4],
  "de_lowest_ev": 9.2715
}

[5]
{
  "formula": "C4H8N2OS",
  "method": "ωB97M-V/def2-TZVPD",
  "elements": ["H", "N", "C", "N", "S", "C", "O", "C", "C", "H", "H", "H", "H", "H", "H", "H"],
  "positions_angstrom": [[1.8963, 1.9308, -0.5968], [2.6884, 1.4370, -0.1141], [2.2659, 0.2450, -0.1177], [3.0733, -0.8317, 0.3803], [1.0389, -0.9528, -0.8944], [-0.3091, 0.2847, -0.7092], [-0.0636, 1.4557, -0.6130], [-1.7367, -0.2298, -0.6868], [-2.4801, -0.1368, 0.7353], [3.7844, -0.4373, 0.9293], [2.4271, -1.5568, 0.9357], [-1.8039, -1.3030, -1.1419], [-2.4425, 0.2735, -1.3761], [-2.1396, -0.6321, 1.5496], [-3.5018, -0.4293, 0.6307], [-2.6969, 0.8830, 1.0890]],
  "atomic_forces_ev_per_a": [[1.2, 0.2, 0.4], [-2.8, -0.5, -0.9], [2.3, -3.3, 0.1], [-2.8, -1.2, 1.2], [-1.4, 3.0, 0.2], [-0.8, -0.2, -0.6], [-0.2, -0.1, 0.0], [-1.7, -2.1, 0.3], [-0.9, 2.3, -2.9], [1.4, 0.2, 1.1], [2.3, 2.2, -1.5], [0.5, 1.5, 1.3], [1.0, 0.5, 0.2], [1.8, -1.9, 2.1], [-0.7, -0.9, -0.6], [0.9, 0.2, -0.5]],
  "e_tot_ev": -20139.0442,
  "homo_energy_ev": -9.7,
  "e_lumo_ev": 0.6,
  "smiles": "[H]/N=C(/N)SC(=O)CC",
  "gap_ev": 10.3,
  "de_lowest_ev": 1.7902
}

[6]
{
  "formula": "C4H8N2OS",
  "method": "ωB97M-V/def2-TZVPD",
  "elements": ["H", "N", "C", "N", "C", "O", "C", "C", "S", "H", "H", "H", "H", "H", "H", "H"],
  "positions_angstrom": [[-0.5987, -2.1314, -1.0245], [0.3468, -1.9885, -0.6731], [0.8047, -0.6926, -0.2893], [1.9789, -0.9461, 0.5775], [-0.0130, 0.6365, -0.3241], [0.5574, 1.7439, -0.8126], [-0.6105, 0.9807, 0.9875], [-1.4590, 0.7581, -0.0952], [-2.5452, -0.7556, -0.1585], [2.3281, -1.9831, 0.0095], [2.7913, -0.0739, 0.3137], [0.9645, 1.6783, -1.8391], [-0.5008, 2.1574, 1.1509], [-0.4123, 0.2484, 1.7771], [-1.8289, 1.6743, -0.6917], [-1.8033, -1.3065, 1.0919]],
  "atomic_forces_ev_per_a": [[0.1, 1.1, -0.2], [2.3, 5.2, 1.3], [-2.5, -6.7, -0.1], [2.8, 1.3, -5.0], [1.7, -2.8, 0.9], [3.7, 2.1, -5.5], [2.0, 3.7, 3.4], [-3.8, -1.3, -4.3], [1.8, 0.1, 3.0], [-1.1, 4.0, 2.4], [-2.9, -3.4, 1.1], [-2.0, -0.2, 4.1], [0.1, -2.9, 0.5], [-0.5, 0.6, 0.0], [0.1, -1.7, 1.3], [-1.8, 0.9, -2.8]],
  "e_tot_ev": -20135.0582,
  "homo_energy_ev": -8.7,
  "e_lumo_ev": 0.3,
  "smiles": "[H]/N=C(/N)[C@]1(O)C[C@@H]1S",
  "gap_ev": 9.1,
  "de_lowest_ev": 5.7761
}

[7]
{
  "formula": "C4H8N2OS",
  "method": "ωB97M-V/def2-TZVPD",
  "elements": ["N", "C", "C", "N", "S", "C", "C", "O", "H", "H", "H", "H", "H", "H", "H", "H"],
  "positions_angstrom": [[2.9704, -0.6545, -0.1412], [2.0692, 0.4263, 0.3304], [0.6136, 0.0513, 0.2477], [0.2048, -1.1011, -0.1491], [-1.5609, -1.2369, -0.2008], [-1.7661, 0.3902, 0.6659], [-0.4869, 1.1907, 0.3917], [-0.4786, 1.9360, -0.8244], [2.5744, -0.8915, -1.0602], [2.6696, -1.4505, 0.4084], [2.3875, 0.7060, 1.3273], [2.1590, 1.3584, -0.2317], [-1.9048, 0.2314, 1.7195], [-2.6422, 0.8222, 0.2131], [-0.3431, 2.0208, 1.1754], [-0.9021, 1.4440, -1.5265]],
  "atomic_forces_ev_per_a": [[-1.1, 0.8, -0.5], [0.2, -0.6, -0.4], [-1.3, 0.4, 0.1], [-0.4, 0.8, 0.5], [1.6, 1.0, 0.5], [0.3, -0.4, -1.0], [0.3, 0.1, 0.5], [0.0, 0.1, 0.5], [0.6, -0.1, 0.2], [0.3, -0.3, 0.1], [-0.3, 0.0, 0.5], [0.3, -0.1, -0.3], [-0.1, -0.1, 0.5], [-0.3, 0.5, 0.1], [0.1, -1.6, -0.9], [-0.1, -0.4, -0.2]],
  "e_tot_ev": -20139.6656,
  "homo_energy_ev": -8.9,
  "e_lumo_ev": 0.7,
  "smiles": "NCC1=NSC[C@@H]1O",
  "gap_ev": 9.7,
  "de_lowest_ev": 1.1687
}